(1)
DFT (ωB97M-V with the def2-TZVPD basis set) results for a 10-piece molecular cluster, C34H47Br6N7 overall.

Each line ends with the Mulliken charge.
CARTESIAN COORDINATES (ANGSTROEM)
N -2.878 4.551 2.305  0.057
C -3.174 4.919 3.576  -0.716
C -2.026 4.650 4.353  -0.655
C -1.037 4.268 3.490  -0.353
C -1.653 3.984 2.252  -0.227
H -3.512 4.767 1.549  0.232
H -4.141 5.330 3.825  0.425
H -1.925 4.668 5.428  0.414
H -0.029 3.968 3.736  0.452
H -1.197 3.648 1.332  0.360
N 4.864 -0.637 1.956  0.030
C 4.904 0.111 0.775  -0.770
C 4.354 -0.725 -0.173  -0.302
C 4.183 -2.025 0.307  -0.431
C 4.355 -1.856 1.659  -0.511
H 4.984 -0.221 2.868  0.250
H 5.270 1.126 0.818  0.446
H 4.104 -0.431 -1.182  0.325
H 3.719 -2.911 -0.100  0.548
H 4.235 -2.603 2.430  0.447
N -0.125 -5.712 -0.765  0.226
C -0.058 -5.393 0.578  -0.649
C 1.271 -5.368 0.941  -0.553
C 1.988 -5.597 -0.171  -0.418
C 1.129 -5.906 -1.195  -0.714
H -0.942 -5.809 -1.350  0.273
H -1.014 -5.319 1.074  0.465
H 1.628 -5.239 1.952  0.467
H 3.068 -5.606 -0.201  0.548
H 1.250 -6.285 -2.199  0.443
N -0.467 -3.497 -3.515  0.068
C -0.269 -4.425 -4.477  -0.501
C -1.165 -5.486 -4.267  -0.683
C -1.985 -5.095 -3.196  -0.974
C -1.545 -3.814 -2.749  -0.427
H 0.085 -2.653 -3.461  1.025
H 0.556 -4.376 -5.173  0.370
H -1.265 -6.416 -4.807  0.409
H -2.715 -5.772 -2.780  0.616
H -1.800 -3.166 -1.924  0.194
N 2.121 5.228 2.208  0.088
C 2.399 5.301 3.567  -0.713
C 2.749 3.983 3.920  -0.722
C 2.753 3.141 2.727  -0.035
C 2.414 3.956 1.692  -0.717
H 1.806 6.008 1.649  0.202
H 2.456 6.237 4.104  0.380
H 3.030 3.645 4.907  0.426
H 2.872 2.069 2.783  0.568
H 2.333 3.894 0.617  0.515
N 0.627 -0.536 -2.768  0.514
C 1.773 -1.290 -2.666  -0.350
C 2.208 -1.741 -3.890  -0.618
C 1.237 -1.291 -4.777  -0.774
C 0.315 -0.489 -4.096  -0.486
H 0.066 -0.159 -2.017  -0.036
H 2.107 -1.468 -1.654  0.383
H 3.106 -2.314 -4.067  0.453
H 1.197 -1.509 -5.834  0.437
H -0.654 -0.197 -4.474  0.411
N 1.449 -0.455 0.787  1.001
C 0.853 -1.658 0.612  -1.554
C -0.465 -1.426 0.254  0.136
C -0.661 0.029 0.321  -0.889
C 0.530 0.577 0.605  -0.811
H 2.431 -0.282 0.948  0.161
H 1.399 -2.577 0.765  0.384
H -1.195 -2.220 0.191  0.628
H -1.529 0.640 0.120  0.576
H 0.776 1.617 0.762  0.131
Br -1.493 2.797 -1.650  -0.046
C -1.388 4.794 -2.046  -0.734
C -1.052 5.508 -0.787  -0.156
Br -0.706 7.414 -1.307  -0.154
H -2.308 5.174 -2.491  0.469
H -0.631 4.994 -2.804  0.490
H -0.219 5.108 -0.210  0.063
H -1.937 5.643 -0.165  0.157
Br -4.570 0.473 3.629  -0.196
C -2.995 -0.735 3.771  -0.500
C -1.838 0.254 3.786  -0.335
Br -0.237 -0.709 4.269  -0.165
H -2.940 -1.451 2.952  0.287
H -2.975 -1.263 4.725  0.473
H -2.037 1.137 4.393  0.492
H -1.750 0.675 2.784  -0.032
Br -4.172 1.558 -4.187  -0.210
C -4.614 0.025 -2.921  -0.739
C -3.453 -0.148 -1.986  0.080
Br -3.885 -1.538 -0.603  -0.133
H -5.003 -0.773 -3.554  0.461
H -5.485 0.395 -2.379  0.401
H -3.256 0.801 -1.488  0.105
H -2.585 -0.492 -2.548  0.024

Output
HOMO-LUMO gap: 7.8 eV
SMILES string: c1cc[nH]c1.c1cc[nH]c1.c1cc[nH]c1.c1cc[nH]c1.c1cc[nH]c1.c1cc[nH]c1.c1cc[nH]c1.BrCCBr.BrCCBr.BrCCBr
net charge: 0
HOMO energy: -7.7829 eV
molar mass: 1033.2 g/mol

(2)
DFT (ωB97M-V with the def2-TZVPD basis set) results for C20H37F12KO13PS4 as an isolated structure.

Each line ends with the Mulliken charge.
CARTESIAN COORDINATES (ANGSTROEM)
K -1.121 0.877 3.846  0.875
O 0.237 3.507 3.712  -1.097
H 0.725 2.738 4.024  0.112
C -1.277 -1.640 0.953  -1.103
C -0.222 -1.969 -0.073  -0.331
C 0.007 -0.784 -0.985  -1.161
C 1.012 -1.079 -2.084  -0.852
P 0.974 0.144 -3.440  0.907
C 2.513 0.097 -4.420  -1.290
C 3.775 0.610 -3.716  -0.599
C 4.920 0.911 -4.677  -0.541
C 6.055 1.702 -4.042  -1.341
C -0.338 -0.349 -4.561  -1.317
C -0.186 -1.686 -5.273  -0.511
C -1.329 -1.871 -6.291  -0.598
C -1.114 -2.990 -7.309  -1.331
C 0.760 1.795 -2.812  -1.272
C 0.936 2.920 -3.825  -0.535
C 1.061 4.273 -3.110  -0.619
C -0.157 4.756 -2.322  -1.282
H -1.566 -2.438 1.631  0.315
H -2.206 -1.335 0.452  0.454
H -0.949 -0.776 1.509  -0.054
H -0.516 -2.857 -0.650  0.356
H 0.720 -2.236 0.416  0.273
H 0.205 0.105 -0.376  0.553
H -0.961 -0.480 -1.416  0.442
H 0.883 -2.094 -2.473  0.534
H 2.060 -1.145 -1.769  0.645
H 2.289 0.809 -5.220  0.377
H 2.553 -0.924 -4.798  0.762
H 4.056 -0.118 -2.955  0.434
H 3.559 1.557 -3.213  0.262
H 4.637 1.454 -5.586  0.360
H 5.273 -0.038 -5.095  0.353
H 5.916 2.783 -4.047  0.337
H 6.986 1.468 -4.563  0.393
H 6.271 1.442 -3.002  0.345
H -0.579 0.492 -5.224  0.731
H -1.274 -0.320 -3.989  0.657
H -0.210 -2.459 -4.501  0.316
H 0.759 -1.866 -5.791  0.299
H -1.515 -0.906 -6.773  0.390
H -2.284 -2.001 -5.773  0.402
H -0.382 -2.643 -8.046  0.317
H -2.022 -3.113 -7.898  0.412
H -0.721 -3.903 -6.870  0.325
H 1.539 1.852 -2.044  0.581
H -0.209 1.804 -2.309  0.722
H 0.093 2.969 -4.525  0.326
H 1.783 2.801 -4.503  0.300
H 1.365 5.077 -3.781  0.399
H 1.864 4.085 -2.388  0.315
H -0.540 4.038 -1.590  0.347
H -1.037 4.835 -2.969  0.315
H 0.049 5.670 -1.773  0.384
C 0.875 0.084 8.686  0.435
F 0.667 -0.074 10.025  -0.258
F 1.234 1.382 8.553  -0.261
F 1.925 -0.667 8.339  -0.243
S -0.663 -0.340 7.690  1.242
O -0.521 -1.754 7.354  -0.646
O -1.747 -0.061 8.605  -0.686
O -0.565 0.601 6.585  -0.600
C -6.289 1.130 4.659  0.530
F -6.283 -0.190 4.487  -0.205
F -6.346 1.736 3.453  -0.262
F -7.442 1.448 5.297  -0.263
S -4.793 1.741 5.611  1.107
O -3.654 1.637 4.720  -0.487
O -5.181 3.139 5.888  -0.746
O -4.753 0.898 6.781  -0.650
C 3.263 -0.888 4.490  0.502
F 2.797 -0.392 5.613  -0.170
F 3.687 0.123 3.702  -0.248
F 4.364 -1.623 4.791  -0.263
S 2.001 -1.935 3.614  1.099
O 2.727 -2.556 2.495  -0.780
O 1.560 -2.901 4.597  -0.660
O 0.994 -0.960 3.193  -0.386
C -4.477 -3.263 3.067  0.435
F -5.583 -2.530 2.972  -0.218
F -4.771 -4.516 3.377  -0.236
F -3.943 -3.243 1.832  -0.247
S -3.220 -2.503 4.300  1.049
O -3.921 -2.621 5.558  -0.651
O -2.026 -3.325 4.174  -0.625
O -3.033 -1.126 3.800  -0.404

Output
HOMO-LUMO gap: 1.9 eV
net charge: -3
HOMO energy: 1.2445 eV
molar mass: 911.8 g/mol

(3)
DFT (ωB97M-V with the def2-TZVPD basis set) results for a 3-piece molecular cluster, N2O6Si overall.

Each line ends with the Mulliken charge.
CARTESIAN COORDINATES (ANGSTROEM)
N -5.376 1.769 -0.152  1.408
N 10.422 -0.139 0.056  1.360
O -6.195 1.981 0.533  -0.196
O 9.925 0.664 0.610  -0.185
O -5.385 -0.284 0.231  -0.301
O -4.528 1.844 -0.844  -0.226
O -4.682 -3.126 -0.077  -0.648
O 10.799 -1.003 -0.479  -0.175
Si -4.981 -1.707 0.122  0.963

Output
HOMO-LUMO gap: 9.0 eV
net charge: +2
HOMO energy: -17.9009 eV
molar mass: 152.1 g/mol
energy above the lowest of the compared OMol25 structures with the same formula, charge and spin: 0.0 kJ/mol

(4)
DFT (ωB97M-V with the def2-TZVPD basis set) results for C3H9NO3 in the gas phase.

Each line ends with the Mulliken charge.
CARTESIAN COORDINATES (ANGSTROEM)
C -1.504 -0.495 -0.520  0.053
C 0.808 -0.125 0.266  0.213
C 1.226 1.305 0.595  -1.304
N -0.168 -0.175 -0.894  -0.327
O -1.567 -1.731 0.091  -0.539
O -2.135 0.435 0.288  -0.493
O 1.899 -0.947 -0.053  -0.527
H -0.877 -2.298 -0.275  0.366
H -2.151 0.086 1.188  0.328
H 2.319 -0.603 -0.851  0.318
H 0.359 -0.602 1.143  0.371
H -0.139 0.672 -1.447  0.241
H -2.054 -0.480 -1.543  0.250
H 1.697 1.764 -0.275  0.366
H 0.349 1.887 0.869  0.334
H 1.937 1.308 1.419  0.350

Output
HOMO-LUMO gap: 10.6 eV
SMILES string: C[C@H](O)NC(O)O
net charge: 0
HOMO energy: -9.8042 eV
molar mass: 107.1 g/mol
energy above the lowest of the compared OMol25 structures with the same formula, charge and spin: 125.3 kJ/mol

(5)
DFT (ωB97M-V with the def2-TZVPD basis set) results for C4H4N2O in the gas phase.

Each line ends with the Mulliken charge.
CARTESIAN COORDINATES (ANGSTROEM)
N -1.043 -1.353 -1.989  -0.591
C -0.494 -0.590 -1.157  0.179
C -0.885 2.332 -0.201  -0.175
N -0.155 1.786 0.546  -0.088
C 0.631 0.904 1.258  -0.041
C 0.737 -0.392 0.943  -0.201
O 0.167 -1.111 -0.052  -0.357
H -0.931 -2.332 -1.727  0.280
H -0.524 0.482 -1.299  0.288
H 1.156 1.315 2.111  0.362
H 1.342 -1.040 1.568  0.344

Output
HOMO-LUMO gap: 10.3 eV
net charge: 0
HOMO energy: -9.7365 eV
molar mass: 96.1 g/mol
energy above the lowest of the compared OMol25 structures with the same formula, charge and spin: 271.9 kJ/mol

(6)
DFT (ωB97M-V with the def2-TZVPD basis set) results for C5H4O4Pt as an isolated structure.

Each line ends with the Löwdin spin population.
CARTESIAN COORDINATES (ANGSTROEM)
C 1.525 -1.084 0.171  0.756
C 2.142 -2.082 -0.252  0.006
H 2.576 -2.962 -0.706  -0.005
H 0.661 1.356 2.307  0.002
O -0.019 0.326 0.335  0.304
C -0.745 0.347 1.448  0.076
O -1.948 0.103 1.374  0.175
O -0.211 0.883 2.487  0.036
Pt -3.268 -0.036 2.360  0.768
C -0.152 0.800 -2.173  0.507
C -0.688 1.148 -1.061  0.135
O 0.935 0.218 -2.600  0.234
H -1.596 1.682 -0.814  0.004
H 0.789 -0.700 -2.877  0.002

Output
HOMO-LUMO gap (alpha / beta): 8.5 / 6.7 eV
net charge: +1
⟨S²⟩: 3.78
HOMO energy (alpha / beta): -13.2330 / -13.1043 eV
molar mass: 323.2 g/mol
energy above the lowest of the compared OMol25 structures with the same formula, charge and spin: 0.0 kJ/mol
multiplicity: 4